Entry 1:
# C21H23FeO4Si

C21H23FeO4Si as an isolated structure (wB97M-V/def2-TZVPD, the Open Molecules 2025 dataset).

XYZ file:
```
50
C21H23FeO4Si | the Open Molecules 2025 dataset | wB97M-V/def2-TZVPD
C -2.03970 1.83925 -2.65203
Si -0.64076 0.71796 -3.19608
C -1.22473 -1.05036 -3.30759
C 0.04150 1.30541 -4.83357
C 0.66271 0.70288 -1.82228
C 0.55051 1.01847 -0.35848
O 1.77077 0.10203 -2.29688
C 3.03160 0.30110 -1.67187
C 3.61782 -0.83614 -1.14729
C 4.80982 -0.68107 -0.44266
C 5.39027 0.58791 -0.32365
C 4.82354 1.69668 -0.96538
C 3.60822 1.56497 -1.63935
H -2.66736 2.08128 -3.52506
H -2.67375 1.34261 -1.90317
H -1.65550 2.78114 -2.23173
H -1.99510 -1.14240 -4.08371
H -0.38189 -1.70797 -3.55626
H -1.64605 -1.36924 -2.34679
H -0.74221 1.33838 -5.60540
H 0.46581 2.31598 -4.76216
H 0.83265 0.64049 -5.20445
H 1.54196 1.07896 0.12824
H 0.10279 2.03274 -0.32450
H 3.12301 -1.80134 -1.28619
H 5.28391 -1.56620 -0.00486
H 6.29439 0.70602 0.28311
H 5.32927 2.66040 -0.94264
H 3.12250 2.40639 -2.13108
O -3.68987 -2.38422 7.00305
C -3.24593 -1.99384 6.00390
Fe -2.75581 -1.81517 4.34363
C -2.50755 -3.53511 4.14803
O -2.68915 -4.68445 4.20081
C -4.39071 -1.89370 3.67385
O -5.49303 -2.15691 3.41984
C -0.39776 0.10155 0.35515
C -1.55824 0.89141 0.91932
C -1.93354 1.20102 2.18976
C -1.72868 0.54901 3.42201
C -1.12875 -0.70974 3.58130
C -0.25720 -1.29585 2.57747
C 0.23475 -0.80258 1.41049
H -0.85693 -0.59636 -0.38533
H -2.06713 1.45067 0.12383
H -2.50987 2.13494 2.25262
H -2.04926 1.10294 4.31086
H -1.03973 -1.12906 4.63588
H 0.15517 -2.25577 2.92043
H 1.17325 -1.24511 1.04684
```

Summary:
- LUMO (spin up / spin down) (eV) = -5.389 / -5.443
- net charge = +1
- E_HOMO (spin up / spin down) (eV) = -9.16 / -10.86
- 2S+1 = 5
- orbital gap (spin up / spin down) (Ha) = 0.1387 / 0.1992

Entry 2:
# C21H23N2O5P

A 2-piece molecular cluster, C21H23N2O5P overall (wB97M-V/def2-TZVPD, the Open Molecules 2025 dataset).

XYZ file:
```
52
C21H23N2O5P | the Open Molecules 2025 dataset | wB97M-V/def2-TZVPD
C 1.94685 -3.08391 3.45237
N 0.86998 -3.87674 2.79423
C 1.37580 -4.75597 1.69917
C 0.01493 -4.59443 3.75884
O 0.56966 -5.34500 4.60294
C -1.59079 -4.33452 3.70318
C -1.77696 -3.07989 2.68830
C -1.38188 -1.68081 3.27304
C -1.49218 -0.45129 2.34511
C -2.00944 -0.69887 0.87794
C -2.39975 -2.07698 0.31126
C -2.27668 -3.32567 1.24415
P -2.70992 -5.01796 0.50694
O -1.61036 -5.32132 -0.56347
C -2.07523 0.62469 -0.04280
O -3.04145 0.83018 -0.81362
C -0.83945 1.63735 0.16095
C -0.18060 2.32731 -1.05239
C 1.03516 3.28790 -0.77975
C 1.55418 3.56245 0.67938
C 0.87153 2.84325 1.90380
C -0.31290 1.88654 1.62752
C -1.08148 1.05086 2.77378
O -1.32583 1.52364 3.92009
H 2.69001 -3.71351 4.04770
H 1.42520 -2.30211 4.12044
H 2.45229 -2.46919 2.61198
H 0.50396 -5.44308 1.37350
H 2.31238 -5.35004 1.97080
H 1.56037 -4.06722 0.78767
H -1.99391 -4.03238 4.72563
H -2.16957 -5.26025 3.36628
H -1.00688 -1.57733 4.35136
H -2.74214 -2.24903 -0.76317
H -3.96642 -5.03226 -0.18027
H -2.58594 -6.08684 1.48207
H -0.57676 2.10038 -2.09215
H 1.58846 3.81865 -1.63140
H 2.42068 4.28841 0.84989
H 1.26609 3.02838 2.96518
C 0.54591 5.72536 -6.77751
N 0.47976 4.76337 -5.69831
C 1.41737 4.49895 -4.74893
C 2.70124 5.28301 -4.78830
O 1.20142 3.64404 -3.89724
H -0.28607 6.42378 -6.66533
H 0.43577 5.18864 -7.72215
H 1.48368 6.27742 -6.78226
H -0.35349 4.19895 -5.60787
H 3.34719 4.96111 -3.97095
H 3.22190 5.10348 -5.73136
H 2.49429 6.34846 -4.66625
```

Summary:
- structure (SMILES) = CN(C)C(=O)Cc1cc2c(cc1[PH2]=O)C(=O)c1ccccc1C2=O.CNC(C)=O
- LUMO (eV) = -1.156
- E_HOMO (eV) = -8.62
- 2S+1 = 1
- orbital gap (Ha) = 0.2742

Entry 3:
# C21H23N3O3S2

One molecule with the formula C21H23N3O3S2 (wB97M-V/def2-TZVPD, the Open Molecules 2025 dataset).

XYZ file:
```
52
C21H23N3O3S2 | the Open Molecules 2025 dataset | wB97M-V/def2-TZVPD
C 1.48829 5.91943 -0.14596
C 1.34429 4.65822 -0.94126
C 2.39514 4.17233 -1.70739
C 2.27442 2.98641 -2.40712
C 1.09207 2.26275 -2.36379
C 0.95538 0.96130 -3.11213
N 0.32234 -0.05896 -2.29217
C 0.95079 -0.54362 -1.19110
S 2.59223 -0.00893 -0.90804
C 2.82262 -0.70857 0.74672
C 1.82326 -0.06853 1.70589
O 1.57490 1.11598 1.68715
N 1.32030 -0.92607 2.61776
C 0.31138 -0.51671 3.56589
C -1.04273 -1.15616 3.23628
C -2.16057 -0.70485 4.18979
C -2.90719 -2.00479 4.48532
C -1.77137 -3.02069 4.40399
O -0.94899 -2.57644 3.34330
N 0.45140 -1.38964 -0.34962
C -0.80897 -1.82670 -0.59461
C -1.53797 -2.75531 0.19230
C -2.76832 -2.98817 -0.32753
S -3.09517 -2.11301 -1.77728
C -1.52762 -1.39241 -1.70294
C -0.98979 -0.45322 -2.63986
O -1.53136 -0.00894 -3.63066
C 0.03218 2.75232 -1.61201
C 0.16022 3.93269 -0.90676
H 1.76050 5.67539 0.88138
H 2.26582 6.55632 -0.56128
H 0.55166 6.47252 -0.12238
H 3.32428 4.72258 -1.74892
H 3.10748 2.61418 -2.98553
H 0.30260 1.08706 -3.98340
H 1.93487 0.60202 -3.44208
H 2.72315 -1.79031 0.69244
H 3.83608 -0.42794 1.03523
H 1.39355 -1.92053 2.46945
H 0.23637 0.57132 3.51252
H 0.62317 -0.81833 4.57155
H -1.28770 -0.92888 2.19101
H -2.79358 0.05535 3.73987
H -1.72556 -0.30160 5.10554
H -3.40066 -2.00464 5.45383
H -3.64253 -2.20659 3.70602
H -2.10018 -4.03406 4.16803
H -1.20132 -3.03971 5.34458
H -1.15671 -3.19957 1.09307
H -3.52594 -3.64142 0.05938
H -0.89971 2.20536 -1.57749
H -0.67007 4.29530 -0.31813
```

Summary:
- structure (SMILES) = Cc1ccc(Cn2c(SCC(=O)NC[C@@H]3CCCO3)nc3ccsc3c2=O)cc1
- LUMO (eV) = 0.521
- energy above the lowest of the compared OMol25 structures with the same formula, charge and spin (eV) = 0.0000
- E_HOMO (eV) = -8.19
- 2S+1 = 1
- orbital gap (Ha) = 0.3200

Entry 4:
# C21H23N3O5

One molecule with the formula C21H23N3O5 (wB97M-V/def2-TZVPD, the Open Molecules 2025 dataset).

XYZ file:
```
52
C21H23N3O5 | the Open Molecules 2025 dataset | wB97M-V/def2-TZVPD
C 1.71305 3.68306 0.03042
O 2.35495 2.50236 0.46729
C 2.23296 1.37266 -0.29199
C 1.43634 1.29634 -1.42923
C 1.33759 0.13586 -2.17426
C 2.05820 -0.99042 -1.81603
C 1.91440 -2.29367 -2.55160
C 0.69579 -3.05953 -2.00485
N 0.71726 -3.10364 -0.55823
C 0.03226 -2.18723 0.15324
O -0.84801 -1.48950 -0.29244
C 0.40948 -2.11406 1.64511
O -0.38015 -1.09469 2.22591
C -1.69512 -1.33407 2.24720
O -2.20055 -2.41703 2.14579
C -2.46528 -0.02944 2.46714
N -2.20041 0.87844 1.38941
C -1.32600 1.91965 1.38602
N -1.22487 2.52204 0.24198
C -2.05769 1.83211 -0.60677
C -2.33174 2.02380 -1.95581
C -3.21708 1.15411 -2.55518
C -3.82325 0.11666 -1.84321
C -3.56858 -0.08896 -0.50324
C -2.67834 0.78088 0.10323
C 2.85755 -0.92021 -0.68566
C 2.95582 0.22804 0.09021
O 3.74707 0.07646 1.19973
C 4.22174 1.20007 1.90763
H 0.62501 3.55907 0.01402
H 1.98771 4.44185 0.76216
H 2.07558 3.98608 -0.95706
H 0.85292 2.15139 -1.72457
H 0.68631 0.11429 -3.03431
H 2.81418 -2.89747 -2.41555
H 1.76891 -2.12302 -3.61836
H -0.22384 -2.53988 -2.27950
H 0.67084 -4.07934 -2.39670
H 1.50882 -3.55781 -0.12932
H 0.21984 -3.07773 2.13106
H 1.44871 -1.80707 1.76984
H -3.53351 -0.25938 2.51628
H -2.13756 0.42490 3.40624
H -0.78772 2.21186 2.26813
H -1.86298 2.82508 -2.50560
H -3.44882 1.27101 -3.60414
H -4.50467 -0.54368 -2.35922
H -4.02199 -0.90396 0.03906
H 3.44260 -1.77230 -0.36948
H 4.72928 1.90611 1.24695
H 3.41819 1.71619 2.43601
H 4.93627 0.80054 2.62812
```

Summary:
- structure (SMILES) = COc1ccc(CCNC(=O)COC(=O)Cn2cnc3ccccc32)cc1OC
- LUMO (eV) = 0.689
- energy above the lowest of the compared OMol25 structures with the same formula, charge and spin (eV) = 1.5931
- E_HOMO (eV) = -7.84
- 2S+1 = 1
- orbital gap (Ha) = 0.3134

The highest 2S+1 belongs to which entry? C21H23FeO4Si

Copy entry 1 word for word.
# C21H23FeO4Si

C21H23FeO4Si as an isolated structure (wB97M-V/def2-TZVPD, the Open Molecules 2025 dataset).

XYZ file:
```
50
C21H23FeO4Si | the Open Molecules 2025 dataset | wB97M-V/def2-TZVPD
C -2.03970 1.83925 -2.65203
Si -0.64076 0.71796 -3.19608
C -1.22473 -1.05036 -3.30759
C 0.04150 1.30541 -4.83357
C 0.66271 0.70288 -1.82228
C 0.55051 1.01847 -0.35848
O 1.77077 0.10203 -2.29688
C 3.03160 0.30110 -1.67187
C 3.61782 -0.83614 -1.14729
C 4.80982 -0.68107 -0.44266
C 5.39027 0.58791 -0.32365
C 4.82354 1.69668 -0.96538
C 3.60822 1.56497 -1.63935
H -2.66736 2.08128 -3.52506
H -2.67375 1.34261 -1.90317
H -1.65550 2.78114 -2.23173
H -1.99510 -1.14240 -4.08371
H -0.38189 -1.70797 -3.55626
H -1.64605 -1.36924 -2.34679
H -0.74221 1.33838 -5.60540
H 0.46581 2.31598 -4.76216
H 0.83265 0.64049 -5.20445
H 1.54196 1.07896 0.12824
H 0.10279 2.03274 -0.32450
H 3.12301 -1.80134 -1.28619
H 5.28391 -1.56620 -0.00486
H 6.29439 0.70602 0.28311
H 5.32927 2.66040 -0.94264
H 3.12250 2.40639 -2.13108
O -3.68987 -2.38422 7.00305
C -3.24593 -1.99384 6.00390
Fe -2.75581 -1.81517 4.34363
C -2.50755 -3.53511 4.14803
O -2.68915 -4.68445 4.20081
C -4.39071 -1.89370 3.67385
O -5.49303 -2.15691 3.41984
C -0.39776 0.10155 0.35515
C -1.55824 0.89141 0.91932
C -1.93354 1.20102 2.18976
C -1.72868 0.54901 3.42201
C -1.12875 -0.70974 3.58130
C -0.25720 -1.29585 2.57747
C 0.23475 -0.80258 1.41049
H -0.85693 -0.59636 -0.38533
H -2.06713 1.45067 0.12383
H -2.50987 2.13494 2.25262
H -2.04926 1.10294 4.31086
H -1.03973 -1.12906 4.63588
H 0.15517 -2.25577 2.92043
H 1.17325 -1.24511 1.04684
```

Summary:
- LUMO (spin up / spin down) (eV) = -5.389 / -5.443
- net charge = +1
- E_HOMO (spin up / spin down) (eV) = -9.16 / -10.86
- 2S+1 = 5
- orbital gap (spin up / spin down) (Ha) = 0.1387 / 0.1992

Which value of 2S+1 does entry 1 give? 5

What is the formula in the first record? C21H23FeO4Si